Entry 1:
Formula: Br2H2N2O2S
Source: OMol25
Level of theory: ωB97M-V/def2-TZVPD

Properties
**Kohn-Sham gap (alpha / beta)**: 7.929 / 7.574 eV
**Relative energy (zero: lowest compared OMol25 entry of this formula, charge and spin)**: 2.690 eV

Atoms and positions in Å:
N1 -1.615 -0.551 -0.384
N2 3.114 -0.233 0.614
O1 -1.976 1.340 1.430
O2 -1.076 1.868 -0.871
S1 -1.188 0.992 0.274
Br1 1.708 0.628 -0.073
Br2 3.429 -2.041 0.336
H1 -1.172 -0.543 -1.317
H2 -1.225 -1.461 -0.010

Forces on atoms 1 to 2 (eV/Å):
N 0.80 -0.77 -0.77
N 1.33 -0.02 0.88



Entry 2:
Formula: Br2H2O2Si
Source: OMol25
Level of theory: ωB97M-V/def2-TZVPD

Properties
**Kohn-Sham gap**: 9.832 eV
**Relative energy (zero: lowest compared OMol25 entry of this formula, charge and spin)**: 2.597 eV

Atoms and positions in Å:
O1 -1.015 -0.179 1.671
O2 -0.446 -0.039 -0.862
Si1 -1.673 0.012 0.209
Br1 -2.761 -1.846 -0.052
Br2 -2.769 1.967 0.008
H1 0.399 -0.131 1.419
H2 -0.804 -0.378 -1.746

Forces on atoms 1 to 2 (eV/Å):
O 6.09 0.62 -0.13
O -0.85 -0.54 -2.41



Summary of electronic energy in eV
-158022.7434; -152092.8656
(order as listed above)